# 1
{
  "formula": "C22H38O17",
  "method": "wB97M-V/def2-TZVPD",
  "elements": ["C", "C", "C", "O", "C", "O", "O", "H", "H", "H", "H", "H", "H", "C", "C", "C", "O", "C", "O", "O", "H", "H", "H", "H", "H", "H", "C", "C", "C", "O", "C", "O", "O", "H", "H", "H", "H", "H", "H", "C", "C", "C", "O", "C", "O", "O", "H", "H", "H", "H", "H", "H", "C", "C", "C", "O", "C", "O", "O", "H", "H", "H", "H", "H", "H", "C", "O", "H", "H", "H", "H", "C", "O", "H", "H", "H", "H"],
  "coordinates": [[-5.03202, 2.09724, 1.24641], [-4.16507, 0.84700, 0.83097], [-2.91186, 1.13173, 0.04565], [-1.99722, 0.19754, 0.60096], [-2.52932, -0.39007, 1.68450], [-1.97786, -1.29823, 2.31801], [-3.70886, 0.15212, 1.97740], [-5.31855, 2.69510, 0.38121], [-4.43396, 2.86973, 1.72981], [-5.88417, 1.93555, 1.90657], [-4.76311, 0.18785, 0.20171], [-2.57729, 2.14332, 0.27552], [-3.15597, 1.08703, -1.01572], [1.63001, -1.35135, 0.35652], [0.22053, -0.63395, 0.28740], [-0.06433, 0.53177, 1.28699], [-0.06132, 1.68049, 0.44993], [-0.01773, 1.33769, -0.86453], [-0.23641, 2.07627, -1.81771], [0.19147, 0.02586, -0.96343], [1.80837, -1.91550, -0.55892], [1.49374, -2.10016, 1.13678], [2.38130, -0.57861, 0.51941], [-0.64691, -1.28434, 0.17498], [0.69901, 0.62408, 2.05958], [-1.03577, 0.33302, 1.73964], [-2.21169, -0.31229, -2.01096], [-2.53289, 0.94903, -2.78511], [-1.43128, 1.29594, -3.79027], [-2.04105, 1.65447, -4.94759], [-3.34787, 1.25415, -4.84687], [-4.17964, 1.34733, -5.73884], [-3.55253, 0.59824, -3.71500], [-3.10510, -0.62185, -1.46866], [-1.52150, 0.00541, -1.22942], [-1.79729, -1.13423, -2.59473], [-2.80579, 1.72153, -2.06617], [-0.66437, 0.52173, -3.81366], [-0.97650, 2.19074, -3.36528], [2.16337, -3.96374, -1.14175], [0.60431, -3.79357, -1.07138], [0.00363, -5.16499, -0.61416], [-0.55836, -4.84107, 0.62327], [-0.51109, -3.50242, 0.84386], [-0.98156, -2.95727, 1.81842], [0.14372, -2.82632, -0.14486], [2.62242, -3.94386, -0.15333], [2.63674, -3.12908, -1.65882], [2.59785, -4.92743, -1.40747], [0.10936, -3.48446, -1.99202], [0.74700, -5.96139, -0.57896], [-0.73908, -5.24862, -1.40756], [2.21538, 3.18166, 2.82339], [1.57960, 3.01029, 1.40031], [1.46043, 4.26359, 0.57964], [1.96613, 3.86002, -0.68769], [2.37657, 2.60765, -0.63505], [2.78836, 1.96595, -1.55594], [2.32688, 2.12479, 0.60643], [2.16023, 2.20706, 3.30836], [1.60211, 3.87096, 3.40380], [3.26070, 3.49046, 2.82933], [0.60981, 2.51469, 1.35569], [2.07160, 5.05843, 1.00717], [0.43216, 4.61211, 0.48329], [4.24051, -0.04989, -0.16466], [5.59757, -0.41180, 0.14143], [4.03610, 0.29673, -1.17767], [3.54515, -0.84389, 0.10761], [3.97350, 0.82138, 0.43341], [6.16913, -0.00259, -0.51239], [1.68544, -2.20046, 3.24418], [1.75118, -0.79982, 3.04644], [1.79831, -2.35060, 4.31787], [0.69293, -2.44238, 2.86403], [2.53486, -2.49350, 2.62717], [2.54818, -0.41825, 3.42165]],
  "largest_force_ev_per_a": 6.771,
  "lumo_ev": 0.35,
  "orbital_gap_ha": 0.36896,
  "smiles": "C[C@H]1COC(=O)O1.C[C@H]1COC(=O)O1.C[C@H]1COC(=O)O1.C[C@H]1COC(=O)O1.C[C@H]1COC(=O)O1.CO.CO",
  "total_charge": 0
}


# 2
{
  "formula": "C22H39BN2O13S3",
  "method": "wB97M-V/def2-TZVPD",
  "elements": ["N", "C", "C", "B", "O", "O", "C", "C", "C", "O", "O", "C", "O", "C", "C", "C", "O", "N", "C", "O", "H", "H", "H", "H", "H", "H", "H", "H", "H", "H", "H", "H", "H", "H", "H", "O", "S", "O", "C", "C", "C", "C", "H", "H", "H", "H", "H", "H", "H", "H", "O", "S", "O", "C", "C", "C", "C", "H", "H", "H", "H", "H", "H", "H", "H", "O", "S", "O", "C", "C", "C", "C", "H", "H", "H", "H", "H", "H", "H", "H"],
  "coordinates": [[-0.15196, 1.06669, -0.34302], [-0.63933, 1.59025, -1.62722], [-0.88790, 0.58039, -2.76032], [-1.12082, 1.43411, -4.11666], [-1.43068, 2.77297, -4.11446], [-0.96466, 0.86570, -5.34115], [0.31586, -0.32405, -2.97936], [1.56254, 0.25953, -3.61880], [2.78293, 0.19971, -2.71449], [2.71637, 1.18777, -1.70622], [-0.24278, -1.42458, -3.76167], [-1.39569, -1.75531, -3.10225], [-1.78161, -2.87154, -2.99946], [-2.05002, -0.44738, -2.55734], [-3.27342, -0.18293, -3.44812], [-4.52166, -1.01786, -3.25052], [-4.64889, -1.93087, -2.48047], [-2.39619, -0.70071, -1.15959], [-3.20315, -0.02261, -0.56575], [-3.99790, 0.60761, 0.00635], [-0.12296, 0.05591, -0.33108], [-0.78449, 1.31639, 0.40467], [0.11274, 2.28754, -2.00076], [-1.54301, 2.18341, -1.45906], [-2.18175, 3.01140, -3.56991], [-0.69237, -0.05865, -5.28741], [0.61444, -0.79463, -2.03525], [1.78683, -0.32734, -4.51246], [1.42439, 1.30200, -3.90940], [3.66052, 0.40537, -3.33088], [2.88638, -0.79987, -2.28389], [2.52106, 0.74608, -0.86797], [-3.60923, 0.85819, -3.35776], [-2.99072, -0.30832, -4.49473], [-5.36038, -0.72106, -3.89941], [1.90536, 1.58307, 2.52023], [2.74582, 0.48841, 2.11371], [2.54902, -0.14328, 0.82684], [4.45956, 0.95925, 2.30662], [4.79426, 0.55514, 3.73756], [4.16566, -0.82931, 3.94374], [2.73189, -0.76880, 3.40088], [4.55374, 2.02341, 2.10485], [5.03946, 0.38873, 1.58168], [5.86676, 0.53318, 3.90411], [4.35492, 1.27396, 4.43466], [4.74138, -1.57337, 3.39105], [4.17423, -1.12532, 4.99164], [2.39783, -1.70527, 2.96169], [2.01864, -0.43841, 4.15341], [-7.11179, -1.24865, -5.11006], [-8.22709, -2.09532, -5.45989], [-8.30395, -2.68858, -6.76809], [-8.39436, -3.34787, -4.19341], [-9.31717, -2.71168, -3.16002], [-10.42950, -2.01550, -3.95799], [-9.75507, -1.22019, -5.08277], [-7.40421, -3.59569, -3.81683], [-8.85034, -4.21985, -4.66159], [-9.71514, -3.45737, -2.47396], [-8.76260, -1.97743, -2.57224], [-11.09780, -2.76540, -4.38499], [-11.03015, -1.36201, -3.32740], [-10.34869, -1.17109, -5.99176], [-9.47937, -0.21630, -4.76623], [7.34278, -0.14485, 5.78753], [7.47191, 1.25983, 6.09092], [7.62569, 2.22296, 5.03128], [6.11697, 1.74089, 7.16099], [6.64384, 1.48423, 8.56882], [8.08804, 2.00487, 8.57812], [8.77454, 1.47244, 7.31464], [5.23958, 1.15417, 6.89883], [5.92832, 2.80007, 6.98794], [6.02894, 1.98060, 9.31762], [6.63146, 0.41299, 8.77991], [8.08251, 3.09611, 8.56374], [8.62434, 1.69150, 9.47208], [9.51216, 2.15788, 6.90576], [9.22515, 0.49459, 7.47219]],
  "largest_force_ev_per_a": 1.135,
  "lumo_ev": 0.37,
  "orbital_gap_ha": 0.33580,
  "smiles": "NC[C@@]1(B(O)O)[C@H](CCO)OC(=O)[C@@]1(CC=O)N=C=O.O=S1(=O)CCCC1.O=S1(=O)CCCC1.O=S1(=O)CCCC1",
  "total_charge": 0
}


# 3
{
  "formula": "C22H39CoOSi2",
  "method": "wB97M-V/def2-TZVPD",
  "elements": ["Co", "C", "C", "C", "H", "C", "C", "H", "H", "H", "H", "C", "C", "C", "H", "C", "C", "H", "H", "H", "H", "O", "C", "C", "C", "C", "C", "H", "H", "H", "H", "H", "H", "H", "H", "H", "H", "C", "Si", "C", "C", "C", "Si", "C", "C", "C", "H", "H", "H", "H", "H", "H", "H", "H", "H", "H", "H", "H", "H", "H", "H", "H", "H", "H", "H"],
  "coordinates": [[0.29946, 0.96848, 0.74898], [2.29094, 0.98693, 1.07455], [2.74627, 0.34079, -0.13111], [2.56446, 1.21143, -1.22146], [3.24584, -0.62135, -0.14418], [2.01178, 2.42088, -0.75748], [1.78469, 2.30707, 0.67228], [1.63171, 3.13234, 1.36435], [2.55336, 0.69725, 2.08738], [2.89841, 1.01811, -2.24490], [1.83938, 3.30949, -1.35564], [-1.64075, 1.20905, 0.68522], [-0.98382, 2.48558, 1.00001], [-0.76747, 3.14662, -0.26247], [-0.97798, 2.93777, 1.98601], [-1.21367, 2.31840, -1.30904], [-1.68252, 1.10264, -0.76161], [-2.13474, 0.27339, -1.31328], [-2.21211, 0.62156, 1.39144], [-0.38798, 4.16484, -0.36991], [-1.28288, 2.60139, -2.35675], [1.59960, -1.80923, -1.02846], [0.14246, 0.80808, -5.04293], [0.85664, -0.33565, -5.07805], [0.82335, 2.08830, -4.63763], [-1.37194, 0.69066, -4.93411], [1.47809, -1.66094, -2.27807], [1.91890, -0.32244, -4.76458], [0.31603, -1.31027, -5.00618], [0.58192, -1.94401, -2.86146], [2.12437, -0.97111, -2.80883], [0.87694, 2.88338, -5.35635], [1.83429, 1.83121, -4.33869], [0.31819, 2.41528, -3.74666], [-1.94858, 0.79261, -5.83978], [-1.69260, 1.41338, -4.20078], [-1.56074, -0.29900, -4.48395], [-2.93611, -1.77153, 1.08482], [-1.11984, -2.20407, 1.05725], [-0.78361, -3.67268, 2.17978], [-0.83970, -2.90711, -0.65321], [0.10415, -0.80482, 1.52605], [0.11871, -0.27354, 3.35966], [1.48117, -1.33734, 4.11761], [0.51199, 1.48631, 3.90356], [-1.54233, -0.64233, 4.17125], [-3.46804, -2.69511, 0.81217], [-3.21250, -1.00604, 0.34983], [-3.28831, -1.45813, 2.07263], [-1.36629, -4.51470, 1.77808], [0.27751, -3.95739, 2.15865], [-1.08337, -3.50864, 3.22117], [-1.09939, -2.15179, -1.41282], [0.22511, -3.16033, -0.73784], [-1.38161, -3.84209, -0.86338], [1.10335, -1.28088, 1.35202], [2.47008, -1.06144, 3.72447], [1.49316, -1.17416, 5.20518], [1.32842, -2.40854, 3.93074], [-0.30509, 2.18744, 3.69462], [0.63815, 1.45205, 4.99718], [1.43614, 1.90204, 3.48333], [-2.35154, -0.02542, 3.75686], [-1.84949, -1.69470, 4.11915], [-1.44004, -0.37795, 5.23530]],
  "largest_force_ev_per_a": 2.578,
  "lumo_ev": [5.09, 5.08],
  "spin_multiplicity": 5,
  "orbital_gap_ha": [0.10092, 0.20860],
  "total_charge": -2
}